DFT (ωB97M-V/def2-TZVPD) results for 3 unconnected molecules or ions with the total composition C42H54F5N5O4 in a non-equilibrium geometry.

Calculated values
HOMO energy = -8.2 eV
E_tot = -2705.5956 Ha
Kohn-Sham gap = 0.2413 Eh

Structure (ORCA input):
```
! RIJCOSX wB97M-V def2-TZVPD def2/J DEFGRID3
* xyz 0 1
C 4.021 0.975 0.046
O 3.407 -0.378 0.100
C 3.979 -1.265 -0.925
C 2.810 -1.974 -1.836
C 3.535 -2.466 -3.252
C 2.519 -3.421 -4.172
C 1.904 -2.433 -5.339
C 1.166 -1.098 -4.685
C 1.984 0.309 -4.670
N 1.513 1.633 -4.135
C 0.120 1.445 -3.602
C -0.616 2.805 -2.970
C 0.252 4.219 -2.976
C -0.662 5.567 -2.788
C -0.716 6.133 -1.226
C 0.784 6.323 -0.553
N 0.827 7.330 0.580
C 2.255 7.894 0.525
C 3.609 6.950 0.339
O 2.354 9.243 0.609
C -2.127 2.792 -2.335
C -2.989 1.360 -2.279
C -4.484 1.458 -1.613
F -4.981 2.851 -1.920
F -5.492 0.538 -2.192
C -4.426 1.403 0.058
C -3.061 1.856 0.912
C -3.006 1.852 2.583
C -4.289 1.404 3.500
C -5.650 0.918 2.665
C -6.936 0.483 3.623
F -7.407 1.661 4.443
F -6.354 -0.471 4.640
F -8.012 -0.119 2.803
C -5.703 0.920 0.999
C -2.268 0.018 -2.883
C -3.075 -1.409 -2.883
C -3.623 -1.900 -1.418
C -5.114 -2.659 -1.420
C -5.887 -3.193 -0.077
C -5.152 -2.955 1.375
C -5.984 -3.465 2.713
C -3.670 -2.242 1.393
C -2.878 -1.694 0.028
C -0.737 0.064 -3.546
N -0.207 -1.231 -4.092
H 3.220 1.752 0.467
H 4.270 1.333 -1.044
H 4.972 1.069 0.740
H 4.704 -0.705 -1.685
H 4.550 -2.143 -0.372
H 1.980 -1.146 -2.015
H 2.273 -2.865 -1.290
H 3.922 -1.524 -3.834
H 4.491 -3.074 -2.926
H 1.643 -3.887 -3.551
H 3.197 -4.219 -4.713
H 1.188 -2.963 -6.099
H 2.841 -2.049 -5.966
H 3.077 0.293 -5.152
H 1.120 4.093 -2.196
H 0.768 4.301 -4.047
H -1.778 5.428 -3.185
H -0.198 6.411 -3.493
H -1.178 7.228 -1.279
H -1.433 5.458 -0.560
H 1.496 6.637 -1.457
H 1.075 5.279 -0.086
H 0.826 6.770 1.482
H 3.597 6.510 -0.767
H 4.589 7.625 0.384
H 3.642 6.028 1.059
H -2.592 3.768 -1.881
H -2.058 2.206 0.391
H -2.006 2.224 3.115
H -4.234 1.441 4.678
H -6.710 0.556 0.524
H -4.044 -1.241 -3.560
H -2.503 -2.308 -3.365
H -5.662 -2.817 -2.468
H -6.957 -3.688 -0.213
H -6.717 -4.316 2.328
H -5.310 -3.945 3.540
H -6.682 -2.592 3.132
H -3.182 -2.087 2.470
H -1.835 -1.164 0.072
C 3.659 0.647 5.536
N 3.415 -0.753 5.287
C 2.982 -1.346 4.139
C 2.708 -0.468 2.949
O 2.826 -2.564 4.101
H 4.705 0.763 5.829
H 3.018 0.961 6.364
H 3.455 1.267 4.662
H 3.577 -1.411 6.042
H 2.370 -1.085 2.111
H 1.920 0.252 3.187
H 3.621 0.052 2.648
C 2.041 -7.154 1.864
N 3.383 -7.276 1.346
C 4.528 -6.711 1.822
C 4.433 -5.838 3.043
O 5.596 -6.922 1.253
H 1.682 -8.156 2.113
H 1.411 -6.734 1.076
H 1.992 -6.518 2.748
H 3.530 -7.849 0.522
H 5.427 -5.461 3.300
H 3.780 -4.984 2.843
H 4.054 -6.417 3.889
*
```

Mulliken atomic charge list, values in e, 99 entries:
1. C -0.69
2. O -0.10
3. C -0.70
4. C 0.05
5. C -0.57
6. C -0.52
7. C -0.91
8. C 0.41
9. C -0.34
10. N -0.46
11. C 0.12
12. C 0.38
13. C -0.19
14. C -0.84
15. C -0.41
16. C -0.35
17. N -0.39
18. C 0.48
19. C -0.73
20. O -0.53
21. C -0.66
22. C -0.03
23. C 0.89
24. F -0.32
25. F -0.26
26. C 0.37
27. C -0.25
28. C -0.52
29. C -0.59
30. C 0.14
31. C 0.69
32. F -0.25
33. F -0.24
34. F -0.23
35. C -0.48
36. C -0.02
37. C -0.58
38. C 0.38
39. C -0.53
40. C -0.59
41. C 0.60
42. C -0.88
43. C -0.51
44. C -0.24
45. C -0.06
46. N -0.29
47. H 0.16
48. H 0.33
49. H 0.25
50. H 0.33
51. H 0.18
52. H -0.09
53. H 0.30
54. H 0.13
55. H 0.42
56. H 0.32
57. H 0.30
58. H 0.36
59. H 0.29
60. H 0.24
61. H 0.22
62. H 0.30
63. H 0.36
64. H 0.38
65. H 0.31
66. H 0.10
67. H 0.27
68. H 0.18
69. H 0.33
70. H 0.23
71. H 0.29
72. H 0.25
73. H 0.30
74. H 0.31
75. H 0.27
76. H 0.31
77. H 0.32
78. H 0.34
79. H 0.38
80. H 0.19
81. H 0.21
82. H 0.31
83. H 0.29
84. H 0.13
85. H 0.25
86. H 0.36
87. C -0.84
88. N -0.15
89. C 0.57
90. C -0.81
91. O -0.67
92. H 0.28
93. H 0.29
94. H 0.32
95. H 0.25
96. H 0.20
97. H 0.35
98. H 0.22
99. C -0.78



DFT (ωB97M-V/def2-TZVPD) results for a molecular structure, C42H54N6O3PTi in a non-equilibrium geometry.

Calculated values
Relative energy (zero: lowest compared OMol25 entry of this formula, charge and spin) = 1.9681 eV
HOMO energy = -10.2 eV
E_tot = -3377.8726 Ha
Kohn-Sham gap = 0.2492 Eh

Structure (ORCA input):
```
! RIJCOSX wB97M-V def2-TZVPD def2/J DEFGRID3
* xyz 1 1
Ti 0.069 -0.064 -0.144
O -4.398 0.603 2.921
C -3.804 1.806 2.907
C -4.370 2.820 3.681
C -3.796 4.071 3.717
C -2.642 4.352 2.985
C -2.073 3.354 2.227
C -2.642 2.076 2.171
C -2.007 1.034 1.376
O -0.824 1.266 0.845
N -2.616 -0.088 1.146
N -1.833 -0.844 0.295
C -2.325 -1.969 -0.079
C -1.718 -2.803 -1.092
C -2.302 -4.034 -1.416
C -1.821 -4.786 -2.468
C -0.768 -4.296 -3.237
C -0.179 -3.076 -2.951
C -0.634 -2.346 -1.861
O -0.058 -1.177 -1.550
H -3.920 0.008 2.307
H -5.262 2.591 4.245
H -4.251 4.842 4.321
H -2.199 5.337 3.017
H -1.178 3.539 1.658
H -3.278 -2.275 0.353
H -3.142 -4.383 -0.832
H -2.269 -5.740 -2.704
H -0.403 -4.874 -4.075
H 0.636 -2.686 -3.544
C -1.446 -0.987 4.842
C -1.505 -2.122 4.040
C -0.756 -2.197 2.880
C 0.062 -1.130 2.507
C 0.155 -0.019 3.330
C -0.608 0.058 4.489
N 0.761 -1.187 1.253
C 1.635 -2.311 1.151
C 2.099 -2.791 -0.071
C 2.978 -3.862 -0.121
C 3.426 -4.468 1.042
C 2.989 -3.975 2.263
C 2.107 -2.910 2.321
H -2.045 -0.924 5.737
H -2.144 -2.948 4.318
H -0.804 -3.079 2.252
H 0.803 0.802 3.049
H -0.543 0.939 5.111
H 1.824 -2.311 -0.997
H 3.321 -4.214 -1.084
H 4.110 -5.302 1.001
H 3.337 -4.418 3.184
H 1.788 -2.540 3.285
C -1.102 5.280 -3.236
C 0.205 4.802 -2.633
N 0.178 3.357 -2.438
C -0.894 2.544 -2.636
N -0.972 1.399 -2.012
C -2.079 0.592 -2.532
C -3.361 1.407 -2.549
C -3.182 2.516 -3.564
N -1.804 2.989 -3.548
C -1.542 4.237 -4.245
H -0.963 6.257 -3.697
H -1.873 5.375 -2.468
H 0.399 5.298 -1.678
H 1.031 5.051 -3.309
H 0.849 2.975 -1.790
H -2.209 -0.291 -1.917
H -1.850 0.235 -3.545
H -3.528 1.816 -1.548
H -4.228 0.800 -2.810
H -3.850 3.360 -3.360
H -3.406 2.155 -4.573
H -2.457 4.526 -4.761
H -0.769 4.088 -5.006
C 4.577 -0.968 0.334
C 4.226 0.468 0.714
C 5.474 1.343 0.467
P 2.708 1.181 -0.104
C 3.382 1.592 -1.797
C 3.654 3.061 -2.136
C 2.562 0.886 -2.881
C 2.406 2.643 1.021
C 1.415 3.661 0.477
C 3.583 3.386 1.659
H 5.583 -1.180 0.692
H 4.588 -1.105 -0.749
H 3.906 -1.703 0.768
H 3.978 0.492 1.780
H 6.032 0.960 -0.384
H 6.134 1.277 1.332
H 5.277 2.395 0.285
H 4.350 1.087 -1.780
H 4.498 3.128 -2.821
H 2.808 3.512 -2.645
H 3.891 3.671 -1.271
H 1.519 1.209 -2.906
H 2.563 -0.196 -2.732
H 2.997 1.088 -3.861
H 1.900 2.109 1.841
H 1.887 4.295 -0.271
H 1.096 4.314 1.290
H 0.517 3.204 0.057
H 4.137 3.986 0.939
H 4.282 2.732 2.168
H 3.181 4.075 2.404
*
```

Mulliken atomic charge list, values in e, 99 entries:
1. Ti -0.54
2. O -0.66
3. C 0.19
4. C -0.76
5. C -0.48
6. C -1.02
7. C -0.36
8. C -0.44
9. C 1.23
10. O 0.64
11. N -1.58
12. N 1.33
13. C -0.50
14. C 0.60
15. C -0.84
16. C -0.96
17. C -0.65
18. C -0.92
19. C 0.73
20. O 0.09
21. H 0.53
22. H 0.48
23. H 0.40
24. H 0.47
25. H 0.47
26. H 0.41
27. H 0.49
28. H 0.44
29. H 0.47
30. H 0.47
31. C -0.70
32. C -1.02
33. C 0.55
34. C -0.56
35. C -0.44
36. C -0.55
37. N 1.26
38. C 0.87
39. C -0.55
40. C -1.06
41. C -0.80
42. C -0.85
43. C -0.35
44. H 0.42
45. H 0.42
46. H 0.60
47. H 0.39
48. H 0.42
49. H 0.44
50. H 0.49
51. H 0.44
52. H 0.43
53. H 0.48
54. C -0.72
55. C -0.55
56. N 0.47
57. C 0.18
58. N 0.52
59. C -0.51
60. C -0.46
61. C -0.83
62. N 0.12
63. C -0.98
64. H 0.44
65. H 0.34
66. H 0.24
67. H 0.38
68. H -1.18
69. H -0.41
70. H 0.58
71. H 0.09
72. H 0.42
73. H 0.49
74. H 0.38
75. H 0.48
76. H 0.37
77. C -0.78
78. C 0.50
79. C -2.01
80. P 0.55
81. C 0.52
82. C -1.55
83. C -1.56
84. C 1.60
85. C -1.52
86. C -1.95
87. H 0.60
88. H 0.21
89. H -0.13
90. H 0.82
91. H 0.51
92. H 0.40
93. H 0.45
94. H 0.94
95. H 0.47
96. H 0.25
97. H 0.25
98. H 0.17
99. H 0.25